Record 1
A structure of composition C45H46N2O2P3S2Sn. Source: OMol25; level of theory: ωB97M-V/def2-TZVPD.

XYZ file:
```
101
Properties=species:S:1:pos:R:3:forces:R:3
Sn -0.026741 1.067386 -0.237378 0.0 0.5 0.0
O -1.938431 -2.895492 0.672918 0.0 0.1 -0.1
C -3.240817 -2.582597 0.488390 0.0 -0.1 0.0
C -4.157451 -3.614584 0.690328 -0.1 0.1 0.0
C -5.508370 -3.384752 0.540471 0.0 0.0 0.0
C -5.980966 -2.119799 0.187804 0.0 0.0 0.0
C -5.079558 -1.098791 -0.012534 0.0 0.0 0.0
C -3.700179 -1.304383 0.126219 0.1 0.1 0.0
C -2.777215 -0.169374 -0.105344 0.0 -0.3 0.1
O -1.486706 -0.437565 -0.069514 0.1 -0.3 0.1
N -3.255860 1.014471 -0.322400 0.3 0.1 0.0
N -2.215125 1.936450 -0.477759 -0.1 0.0 0.1
C -2.607773 3.155006 -0.508493 0.0 0.2 -0.1
S -1.473710 4.468387 -0.763545 -0.1 -0.2 0.0
C -2.631609 5.730510 -0.171961 0.0 0.1 0.0
C -4.008709 5.351342 -0.683064 0.0 0.1 0.0
S -4.284473 3.597130 -0.332839 0.0 -0.1 0.0
H -1.423520 -2.098376 0.444267 0.0 0.0 0.0
H -3.775172 -4.587541 0.969290 0.0 0.0 0.0
H -6.205923 -4.197189 0.700200 0.0 0.0 0.0
H -7.041088 -1.941631 0.073557 0.0 0.0 0.0
H -5.419764 -0.108317 -0.286434 0.0 0.0 0.0
H -2.304182 6.689831 -0.569814 0.0 0.0 0.0
H -2.603998 5.755482 0.916415 0.0 0.0 0.0
H -4.091522 5.520446 -1.755655 0.0 0.0 0.0
H -4.790944 5.911486 -0.171873 0.0 0.0 0.0
C 2.994974 -0.034958 3.074479 -0.1 0.0 -0.1
C 1.822508 0.946648 3.264740 0.1 -0.1 0.0
P 0.236192 0.277360 2.622617 -0.2 0.0 0.0
C -0.996273 1.573285 3.012073 0.1 0.0 0.1
C -2.349077 1.219756 3.044651 0.0 0.0 0.0
C -3.328542 2.187610 3.195697 0.1 0.0 0.0
C -2.973320 3.527430 3.316700 0.0 0.0 0.0
C -1.636520 3.891102 3.278532 0.0 0.0 0.0
C -0.652373 2.919971 3.119889 0.0 0.0 0.0
C -0.165779 -1.050483 3.803083 0.0 0.0 0.0
C -0.201841 -2.359808 3.335686 0.0 0.0 0.0
C -0.511823 -3.409055 4.193408 0.0 0.1 0.0
C -0.790696 -3.147791 5.524482 0.0 0.0 0.0
C -0.760241 -1.839705 6.001701 0.0 0.0 0.0
C -0.452072 -0.795583 5.145953 0.0 0.0 0.0
C 3.729400 0.072347 1.731424 -0.1 0.0 0.0
P 2.730578 -0.420094 0.249757 -0.1 -0.2 -0.3
C 3.166381 -2.173897 -0.002242 0.0 0.0 0.1
C 4.477751 -2.622141 -0.189285 0.0 0.1 0.0
C 4.744696 -3.971997 -0.338963 -0.1 0.0 0.0
C 3.704665 -4.897115 -0.291269 0.0 0.0 0.0
C 2.402276 -4.467641 -0.100275 0.0 0.1 0.0
C 2.135725 -3.109361 0.037616 0.0 0.0 0.0
C 3.546216 0.461983 -1.131101 0.0 0.0 0.0
C 3.628552 1.856361 -1.064958 0.0 0.0 0.0
C 4.095489 2.595097 -2.142747 0.0 0.0 0.0
C 4.478316 1.953872 -3.313722 0.0 0.0 0.0
C 4.386953 0.571749 -3.397973 0.0 0.0 0.0
C 3.918599 -0.168528 -2.319057 0.0 0.0 0.0
H 2.653628 -1.063327 3.230088 0.0 0.0 0.0
H 3.724199 0.158017 3.862785 0.0 0.0 0.0
H 2.042430 1.893346 2.764057 0.0 0.0 0.0
H 1.682757 1.164913 4.325713 0.0 0.1 0.0
H -2.638558 0.177271 2.954431 0.0 0.0 0.0
H -4.370986 1.896808 3.214169 0.0 0.0 0.0
H -3.738700 4.282143 3.444889 0.0 0.0 0.0
H -1.351692 4.930485 3.387937 0.0 0.0 0.0
H 0.385653 3.225000 3.093083 0.0 0.0 0.0
H 0.002653 -2.563572 2.291045 0.0 0.0 0.1
H -0.542297 -4.423145 3.817321 0.0 0.0 0.0
H -1.040456 -3.960859 6.193808 0.0 0.0 0.0
H -0.982575 -1.637392 7.041276 0.0 0.0 0.0
H -0.447060 0.222354 5.520513 0.0 0.0 0.0
H 4.612179 -0.569466 1.742168 0.1 0.0 0.0
H 4.076577 1.096253 1.579546 0.0 0.0 0.0
H 5.294517 -1.909099 -0.221549 0.0 0.0 0.0
H 5.762280 -4.309346 -0.486452 0.0 0.0 0.0
H 3.916432 -5.952783 -0.402657 0.0 0.0 0.0
H 1.591039 -5.183339 -0.059654 0.0 0.0 0.0
H 1.112537 -2.774354 0.172546 0.0 0.0 0.0
H 3.325035 2.377773 -0.163046 0.0 0.0 0.0
H 4.162143 3.672822 -2.067154 0.0 0.0 0.0
H 4.851111 2.527724 -4.151939 0.0 0.0 0.0
H 4.688447 0.063837 -4.305558 0.0 0.0 0.0
H 3.861583 -1.247844 -2.399999 0.0 0.0 0.0
C 0.656914 0.800338 -4.261410 0.0 0.0 0.0
P -0.488232 0.337843 -2.929407 0.1 -0.2 0.2
C -2.101619 0.891962 -3.557447 0.0 0.0 0.0
C -0.555703 -1.473361 -2.998287 0.0 0.0 -0.1
C 0.626047 -2.207462 -3.094622 0.0 0.0 0.0
C 0.588061 -3.594354 -3.116380 0.0 0.0 0.0
C -0.627093 -4.258338 -3.020269 0.0 0.0 0.0
C -1.805426 -3.534236 -2.902745 0.0 0.0 0.0
C -1.771781 -2.148293 -2.895721 0.0 0.0 0.0
H 0.302186 0.385824 -5.205938 0.0 0.0 0.0
H 1.661362 0.434386 -4.053620 0.0 0.0 0.0
H 0.708060 1.887472 -4.333006 0.0 0.0 0.0
H -2.363224 0.321348 -4.449581 0.0 0.0 0.0
H -2.024744 1.949763 -3.813845 0.0 0.0 0.0
H -2.881407 0.783971 -2.805844 0.0 0.0 0.0
H 1.585157 -1.703861 -3.152991 0.0 0.0 0.0
H 1.510437 -4.153694 -3.202497 0.0 0.0 0.0
H -0.656282 -5.340056 -3.036356 0.0 0.0 0.0
H -2.754873 -4.046140 -2.812420 0.0 0.0 0.0
H -2.702026 -1.600481 -2.802932 0.0 0.0 0.0
```
Positions in Å, forces in eV/Å.

Properties
Electronic energy: -4037.00375 Eh
Highest occupied orbital energy: -10.142 eV
Multiplicity: 1
Net charge: +1
Frontier orbital gap: 7.995 eV

Mulliken population analysis, charges in e, atoms 1 to 99:
1. Sn 0.14
2. O -0.62
3. C 0.41
4. C -0.52
5. C -0.48
6. C -1.00
7. C -0.76
8. C -0.40
9. C 0.27
10. O 1.08
11. N -0.16
12. N 1.12
13. C -0.59
14. S 0.00
15. C -0.57
16. C -0.71
17. S 0.02
18. H -0.17
19. H 0.49
20. H 0.42
21. H 0.48
22. H 0.51
23. H 0.44
24. H 0.18
25. H 0.33
26. H 0.43
27. C -0.99
28. C -1.04
29. P 1.49
30. C 0.26
31. C -0.62
32. C -0.54
33. C -0.68
34. C -0.76
35. C -0.69
36. C 0.11
37. C 0.35
38. C -0.80
39. C -0.57
40. C -0.76
41. C -0.52
42. C -1.15
43. P 1.99
44. C -0.30
45. C -0.23
46. C -0.82
47. C -0.62
48. C -1.02
49. C -0.29
50. C 0.63
51. C -0.55
52. C -0.85
53. C -0.50
54. C -0.74
55. C -0.77
56. H 0.30
57. H 0.51
58. H 0.42
59. H 0.60
60. H 0.43
61. H 0.44
62. H 0.45
63. H 0.50
64. H 0.30
65. H 0.00
66. H 0.49
67. H 0.40
68. H 0.44
69. H 0.38
70. H 0.64
71. H 0.60
72. H 0.47
73. H 0.45
74. H 0.41
75. H 0.54
76. H 0.56
77. H 0.23
78. H 0.47
79. H 0.41
80. H 0.41
81. H 0.27
82. C -0.93
83. P 1.25
84. C -1.50
85. C 0.69
86. C -0.40
87. C -0.55
88. C -0.79
89. C -0.56
90. C -0.51
91. H 0.42
92. H 0.16
93. H 0.42
94. H 0.47
95. H 0.45
96. H 0.26
97. H -0.01
98. H 0.50
99. H 0.41

Record 2
A cluster of 2 separate species, C5H9NO in total. Source: OMol25; level of theory: ωB97M-V/def2-TZVPD.

XYZ file:
```
16
Properties=species:S:1:pos:R:3:forces:R:3
C 1.344173 0.544131 -1.590835 0.0 0.0 0.1
C 0.320741 1.503938 -1.062714 0.1 -0.2 -0.4
O -0.769654 1.359891 -1.794138 0.1 0.2 0.2
C -0.356885 -0.180523 1.555286 0.0 0.0 0.0
C -1.310204 -1.040310 0.717622 -0.1 -0.1 0.0
C 0.920800 -0.859815 1.785358 0.9 -0.5 0.1
N 1.935075 -1.402544 1.914812 -1.0 0.5 -0.1
H 1.809372 0.010479 -0.752513 0.0 0.1 -0.1
H 2.147016 1.152950 -2.030260 -0.1 0.0 0.1
H 0.975517 -0.163812 -2.344016 0.0 0.1 0.1
H -0.130931 0.763712 1.039235 0.0 -0.1 0.1
H -1.424496 1.998769 -1.472741 0.1 -0.1 -0.1
H -0.801014 0.074233 2.522782 0.1 0.0 -0.1
H -1.629664 -1.929191 1.268739 0.1 0.1 -0.1
H -0.829473 -1.369557 -0.208687 -0.1 0.1 0.1
H -2.200374 -0.462350 0.452068 0.1 -0.1 0.1
```
Positions in Å, forces in eV/Å.

Properties
Electronic energy: -325.80834 Eh
Highest occupied orbital energy: -8.895 eV
Multiplicity: 1
Frontier orbital gap: 9.500 eV

List of natural (NBO) charges in e, atom by atom:
1. C -0.79
2. C 0.25
3. O -0.66
4. C -0.53
5. C -0.59
6. C 0.29
7. N -0.34
8. H 0.25
9. H 0.26
10. H 0.21
11. H 0.27
12. H 0.50
13. H 0.25
14. H 0.22
15. H 0.22
16. H 0.21

Record 3
A structure of composition C31H44AuN2OS2Si2. Source: OMol25; level of theory: ωB97M-V/def2-TZVPD.

XYZ file:
```
83
Properties=species:S:1:pos:R:3:forces:R:3
Au 0.205484 -0.077140 0.068580 0.3 -0.2 0.3
C 4.252616 -2.720992 3.028476 -0.3 -0.1 -0.1
Si 3.211350 -4.196885 2.507015 0.2 -0.4 0.0
C 2.604671 -5.188351 3.990834 0.0 0.2 -0.2
C 4.225080 -5.325014 1.389164 -0.1 0.2 0.2
C 1.660500 -3.698631 1.505957 0.2 0.1 0.1
C 0.732757 -4.694841 1.207278 0.0 0.0 0.0
C -0.409289 -4.442020 0.453179 0.1 0.0 0.0
C -0.613505 -3.159556 -0.004778 -0.1 -0.1 -0.1
N 0.265939 -2.194134 0.256979 -0.1 0.1 -0.1
C 1.352492 -2.437123 0.995286 0.0 -0.6 0.0
S 2.263415 -0.967127 1.208705 -0.8 1.3 -0.7
H 5.041264 -3.052269 3.706143 0.0 -0.1 0.0
H 3.667341 -1.958288 3.545375 0.0 0.0 0.1
H 4.731751 -2.252377 2.166131 0.0 0.0 0.0
H 3.432817 -5.392280 4.672349 0.0 0.0 0.0
H 2.198620 -6.153643 3.682027 0.0 0.0 0.0
H 1.831873 -4.666598 4.558219 0.0 0.0 0.0
H 5.091555 -5.700554 1.938455 0.0 0.0 0.0
H 4.597030 -4.802437 0.505967 0.0 0.0 0.0
H 3.652159 -6.189670 1.049003 0.0 0.0 0.0
H 0.902057 -5.699727 1.578650 0.0 0.0 0.0
H -1.117485 -5.223977 0.222696 0.0 0.0 0.0
H -1.475805 -2.882595 -0.597887 0.0 0.0 0.0
C 0.204813 1.973248 0.024291 0.8 -0.5 0.6
Si -0.240339 2.786921 -1.604988 -1.5 -0.1 -1.2
C -2.002724 2.143809 -2.190715 1.2 0.5 0.5
N -2.209462 0.728147 -2.110776 0.6 -0.3 0.7
C -3.039872 0.094086 -1.115050 -0.4 -0.2 -0.2
C -4.253784 -0.588294 -1.786061 0.1 0.1 0.0
C -3.913287 -0.952447 -3.236770 0.1 -0.1 0.1
C -2.448497 -1.374685 -3.351008 -0.1 0.2 0.0
C -1.536980 -0.177341 -3.015882 0.2 -0.3 0.1
C -0.519886 4.638823 -1.400000 0.5 -0.3 0.2
C -1.518763 5.080802 -0.527772 0.0 0.0 0.0
C -1.776987 6.431478 -0.361748 -0.1 0.0 0.0
C -1.032548 7.369523 -1.064194 0.0 0.0 0.0
C -0.027606 6.949190 -1.922662 0.0 0.1 -0.1
C 0.230343 5.595662 -2.085853 0.0 0.0 0.0
C 0.928464 2.396191 -3.016689 0.2 0.1 0.5
C 0.621401 2.817095 -4.312845 0.0 0.0 0.0
C 1.492363 2.581116 -5.364238 0.0 0.0 0.0
C 2.693905 1.922654 -5.136501 0.0 0.0 0.0
C 3.015543 1.497427 -3.856864 0.1 -0.1 0.0
C 2.140283 1.732744 -2.806295 -0.1 0.0 0.0
H -0.508199 2.275076 0.799660 0.0 0.0 0.0
H 1.186391 2.339599 0.341200 -0.1 0.2 0.0
H -2.066358 2.496965 -3.228732 -0.3 0.0 0.0
H -2.747398 2.677707 -1.597712 -0.2 -0.1 -0.1
H -3.366957 0.839082 -0.388015 0.1 0.0 0.0
H -2.460025 -0.659692 -0.562289 -0.2 0.1 0.0
H -5.116777 0.079845 -1.768556 0.0 0.0 0.0
H -4.520786 -1.486747 -1.221324 0.0 0.0 0.0
H -4.076608 -0.089438 -3.885488 0.0 0.0 0.0
H -4.574519 -1.748029 -3.581102 0.0 0.0 -0.1
H -2.229747 -1.728719 -4.358558 0.1 -0.1 0.0
H -2.256029 -2.207669 -2.667545 0.0 0.0 0.0
H -1.270599 0.369462 -3.923390 0.0 0.0 0.0
H -0.588716 -0.550475 -2.580100 0.0 0.0 -0.3
H -2.108049 4.358258 0.029990 0.0 0.0 0.0
H -2.559962 6.755905 0.312117 0.0 0.0 0.0
H -1.234242 8.425375 -0.939717 0.0 0.0 0.0
H 0.559895 7.679147 -2.465043 0.0 0.0 0.0
H 1.019556 5.280058 -2.759038 0.0 0.0 0.0
H -0.305981 3.346097 -4.504268 0.0 0.0 0.0
H 1.236819 2.914777 -6.361761 0.0 0.0 0.0
H 3.379445 1.748191 -5.955427 0.0 0.0 0.0
H 3.954232 0.988691 -3.676097 0.0 0.0 0.0
H 2.401671 1.396220 -1.807478 0.1 0.0 0.0
O -1.676715 -0.515775 1.696905 0.3 -0.2 -0.3
S -2.244250 0.676801 2.419066 -0.3 0.1 0.6
C -3.720069 0.113411 3.333497 0.1 0.2 -0.2
C -3.641406 0.916062 4.621243 0.1 0.0 0.0
C -2.233353 0.648380 5.152488 0.0 0.0 0.0
C -1.284046 0.898558 3.979389 -0.1 0.1 -0.1
H -3.600787 -0.957176 3.504121 0.1 0.0 -0.1
H -4.605061 0.296456 2.727332 0.0 0.0 0.0
H -4.420221 0.640913 5.330505 0.0 0.0 0.0
H -3.751406 1.980391 4.392168 -0.1 0.0 0.1
H -2.160776 -0.394436 5.465217 0.0 0.0 0.1
H -1.992593 1.273205 6.010796 0.1 0.0 0.0
H -0.446998 0.203855 3.919208 0.0 0.0 -0.1
H -0.895491 1.916621 3.969448 0.0 0.0 0.0
```
Positions in Å, forces in eV/Å.

Properties
Electronic energy: -2903.22184 Eh
Highest occupied orbital energy (alpha / beta): -9.630 / -9.645 eV
Multiplicity: 1
Net charge: +1
Frontier orbital gap (alpha / beta): 4.171 / 4.196 eV

List of Mulliken charges in e, atom by atom:
1. Au 0.98
2. C -1.15
3. Si 0.24
4. C -1.06
5. C -1.08
6. C 0.16
7. C -0.15
8. C -1.26
9. C 0.07
10. N -0.40
11. C 0.92
12. S -0.35
13. H 0.34
14. H 0.37
15. H 0.33
16. H 0.36
17. H 0.33
18. H 0.34
19. H 0.35
20. H 0.34
21. H 0.35
22. H 0.35
23. H 0.43
24. H 0.31
25. C -0.82
26. Si -0.46
27. C -0.99
28. N 0.27
29. C -0.10
30. C -0.90
31. C -0.75
32. C -0.63
33. C -0.35
34. C 0.64
35. C -0.43
36. C -0.72
37. C -0.45
38. C -0.63
39. C -0.29
40. C 0.68
41. C 0.00
42. C -0.82
43. C -0.49
44. C -0.67
45. C -0.31
46. H 0.29
47. H 0.58
48. H 0.38
49. H 0.70
50. H 0.34
51. H -0.20
52. H 0.29
53. H 0.40
54. H 0.32
55. H 0.45
56. H 0.51
57. H 0.10
58. H 0.50
59. H -0.05
60. H 0.27
61. H 0.40
62. H 0.38
63. H 0.40
64. H 0.38
65. H 0.36
66. H 0.42
67. H 0.39
68. H 0.42
69. H 0.30
70. O -0.71
71. S 0.46
72. C -0.85
73. C -0.62
74. C -0.61
75. C -0.68
76. H 0.36
77. H 0.42
78. H 0.36
79. H 0.29
80. H 0.32
81. H 0.33
82. H 0.28
83. H 0.43

For reference, relative energy (zero: lowest compared OMol25 entry of this formula, charge and spin) by record: 0.000, 3.516, 1.851 eV.